This record from the Open Molecules 2025 dataset describes a single C4H8NO2 molecule. The level of theory is ωB97M-V with the def2-TZVPD basis set.

## Properties
Multiplicity: 2
ΔE to the lowest compared entry with this formula, charge and spin in kJ/mol: 130.5
<S²>: 0.75
Kohn-Sham gap (spin up / spin down) in eV: 11.16 / 8.90
E in eV: -9859.8703

Positions of all 15 atoms, in Å:
C1 1.28785 -1.14981 1.23905
N1 0.74389 0.11985 1.15564
C2 0.15478 1.75696 -0.64746
C3 0.26071 0.28373 -0.32298
C4 -1.05872 -0.50629 -0.49451
O1 -1.92321 -0.84969 0.62207
O2 0.59580 -2.08074 1.57517
H1 2.37574 -1.26913 1.04133
H2 -1.23468 -1.09032 1.26211
H3 1.12151 2.23051 -0.84600
H4 -0.47473 1.81076 -1.54150
H5 -0.32403 2.40759 0.08708
H6 0.99411 -0.28410 -0.89156
H7 -1.76420 -0.00787 -1.15537
H8 -0.75481 -1.37145 -1.08308

Cartesian forces, eV/Å:
C -0.01 -0.24 0.65
N -0.19 0.27 -2.03
C 0.04 0.36 -0.74
C -0.04 0.32 3.05
C -1.64 -0.56 -0.70
O 2.34 0.60 -0.56
O 0.08 -0.28 -0.01
H -0.23 0.23 -0.04
H -0.72 -0.52 0.61
H -0.06 -0.28 -0.12
H 0.31 0.28 -0.11
H -0.12 -0.63 0.34
H 0.14 0.54 -0.57
H 0.38 0.59 -0.21
H -0.25 -0.67 0.41


This record from the Open Molecules 2025 dataset describes 19 unconnected molecules or ions with the total composition C27H55BCl36N4O4P. The level of theory is ωB97M-V with the def2-TZVPD basis set.

## Properties
Multiplicity: 1
Charge: +1
Kohn-Sham gap in eV: 7.50
E in eV: -503806.3535

Positions of all 128 atoms, in Å:
C1 1.97616 -4.02022 3.08517
N1 1.74240 -4.86057 1.87180
C2 3.04819 -4.85723 1.13136
B1 0.61363 -4.35077 1.02950
O1 -0.56717 -5.14065 0.82466
C3 0.79931 -2.85709 0.36630
C4 1.41915 -2.69582 -1.04559
C5 1.61419 -1.24131 -1.62005
C6 2.29679 -1.13737 -3.06110
N2 3.79200 -1.35528 -2.94777
C7 1.15979 -0.01172 -0.76208
C8 1.37972 1.44090 -1.36504
P1 -0.12016 2.57829 -1.25677
O2 -1.47310 1.87473 -1.37318
O3 0.05095 3.73321 -2.53009
O4 -0.07369 3.50056 0.20050
N3 0.58944 -0.24014 0.55764
N4 0.20263 0.82802 1.38856
C9 0.39748 -1.56567 1.11640
H1 1.02598 -3.93925 3.72048
H2 2.82444 -4.46760 3.72797
H3 2.34353 -2.96787 2.76519
H4 3.47699 -3.78114 1.09575
H5 2.91122 -5.22143 0.05687
H6 3.82351 -5.49534 1.67301
H7 -0.96649 -5.23528 1.73180
H8 1.74497 -3.62791 -1.62365
H9 2.02528 -0.20099 -3.66159
H10 1.91782 -2.03559 -3.67596
H11 4.22509 -0.57938 -2.42028
H12 3.88011 -2.21810 -2.37147
H13 2.25057 1.91195 -0.76436
H14 1.72465 1.44134 -2.45414
H15 0.97758 4.07554 -2.40075
H16 0.68839 3.21621 0.75587
H17 0.00522 0.46864 2.34289
H18 -0.73294 1.09597 1.01280
H19 -0.07302 -1.65400 2.16528
C10 -2.39540 0.59568 4.03896
Cl1 -2.91344 0.09797 2.42343
Cl2 -0.93911 -0.27685 4.53686
H20 -2.18130 1.66376 4.02772
H21 -3.19376 0.38715 4.74900
C11 6.66997 -1.71406 -0.47825
Cl3 5.39818 -1.01302 0.53276
Cl4 7.23891 -3.25084 0.18334
H22 6.27339 -1.88514 -1.47830
H23 7.50568 -1.01848 -0.52717
C12 1.90623 -3.28334 6.60339
Cl5 1.23737 -2.89818 8.19236
Cl6 1.18133 -2.27901 5.34101
H24 2.98101 -3.10827 6.62020
H25 1.70587 -4.33075 6.37933
C13 8.97126 -2.29276 3.77341
Cl7 7.64488 -1.48078 2.93256
Cl8 10.06429 -1.12435 4.52325
H26 8.55723 -2.93716 4.54747
H27 9.53105 -2.89103 3.05578
C14 -0.01619 1.82354 -5.46436
Cl9 1.63331 2.19129 -5.98366
Cl10 -0.02814 0.54683 -4.23976
H28 -0.46362 2.72258 -5.04242
H29 -0.59452 1.49370 -6.32644
C15 4.98154 3.14056 -1.24338
Cl11 3.70934 3.83960 -0.23067
Cl12 5.54880 1.60324 -0.57877
H30 4.58372 2.96714 -2.24269
H31 5.81678 3.83823 -1.29488
C16 8.38526 5.81782 -0.04020
Cl13 7.83288 5.33508 -1.65032
Cl14 9.85872 4.95636 0.41423
H32 8.58692 6.88789 -0.04220
H33 7.60470 5.59077 0.68450
C17 -5.30160 1.56291 -0.05628
Cl15 -7.01148 1.62558 -0.49618
Cl16 -4.99090 2.46034 1.43511
H34 -5.01205 0.52260 0.08990
H35 -4.71225 2.00027 -0.86120
C18 -10.63270 2.41564 -2.33705
Cl17 -11.92394 3.14071 -1.37043
Cl18 -10.09632 0.88187 -1.63851
H36 -11.00352 2.23516 -3.34460
H37 -9.78902 3.10161 -2.37250
C19 -3.22621 2.91115 -8.12289
Cl19 -1.71911 3.83442 -8.09725
Cl20 -3.03707 1.35719 -7.30035
H38 -4.00202 3.48576 -7.61905
H39 -3.51365 2.73090 -9.15757
C20 -2.77097 5.61393 -1.24408
Cl21 -4.49479 5.63607 -1.63655
Cl22 -2.44389 6.50655 0.24575
H40 -2.45125 4.58023 -1.11532
H41 -2.21566 6.07257 -2.06098
C21 -4.42469 -4.80196 2.15450
Cl23 -4.04314 -3.12249 1.75712
Cl24 -3.37557 -5.40412 3.44531
H42 -5.46115 -4.86163 2.48373
H43 -4.28376 -5.41660 1.26618
C22 -8.76799 2.52222 -5.59394
Cl25 -10.47657 2.58744 -6.04167
Cl26 -8.46187 3.41772 -4.09976
H44 -8.48004 1.48209 -5.44766
H45 -8.17549 2.95985 -6.39589
C23 10.32965 -3.55867 -1.59154
Cl27 11.72584 -3.67670 -2.66686
Cl28 9.39690 -2.09114 -1.91301
H46 9.68884 -4.42548 -1.74669
H47 10.67793 -3.53701 -0.56000
C24 -5.43714 -4.05287 -1.78227
Cl29 -6.72724 -3.33591 -0.81111
Cl30 -4.88934 -5.58394 -1.08764
H48 -5.81112 -4.23509 -2.78865
H49 -4.59680 -3.36117 -1.82047
C25 -1.76595 -0.96358 8.33759
Cl31 -3.08390 -0.17134 7.46286
Cl32 -0.69704 0.22508 9.09232
H50 -2.18861 -1.59883 9.11137
H51 -1.18844 -1.56654 7.63911
C26 -5.06222 8.64548 -4.02475
Cl33 -3.93455 9.99107 -3.82078
Cl34 -4.77264 7.79379 -5.54706
H52 -4.93202 7.94731 -3.19967
H53 -6.07983 9.03310 -4.02405
C27 -1.97945 -4.87230 7.09055
Cl35 -1.22945 -4.09360 5.69009
Cl36 -2.89282 -3.70925 8.05889
H54 -2.65726 -5.65086 6.74279
H55 -1.19847 -5.31232 7.70906

Cartesian forces, eV/Å:
C -0.06 0.12 0.16
N 0.63 0.89 -0.09
C 0.37 0.49 -0.47
B -0.54 -0.96 0.31
O 1.47 2.36 1.48
C 0.35 3.67 -2.22
C -1.03 3.69 2.39
C -1.69 -0.98 2.75
C 0.18 -0.70 0.15
N -1.31 -0.01 0.72
C 0.31 -2.97 -0.79
C 0.91 -0.02 1.38
P -3.15 1.04 -0.11
O 3.40 1.49 0.42
O 1.39 -2.00 2.98
O 1.06 -1.79 -2.59
N 1.04 -3.73 -1.32
N -1.02 0.38 -0.64
C 1.33 -1.58 -2.76
H 1.52 -0.31 -1.19
H -1.38 0.53 -0.97
H -0.62 -1.32 0.67
H -0.50 -1.48 -0.11
H 0.30 0.28 1.47
H -1.18 0.68 -0.77
H 0.34 -0.62 -1.06
H -0.56 1.67 0.76
H 0.80 -1.55 1.27
H 0.34 1.46 0.97
H -0.33 -0.59 -0.22
H 0.32 0.94 -0.52
H -1.41 -0.61 -0.82
H -0.72 -0.40 1.59
H -1.10 0.05 -0.43
H -0.62 0.20 -0.38
H 0.45 0.04 -0.74
H 0.61 0.16 0.40
H 0.78 0.57 -1.92
C -0.32 0.32 0.07
Cl 0.13 -0.16 0.00
Cl -0.08 0.14 0.05
H 0.03 -0.18 -0.05
H 0.19 -0.14 -0.12
C 0.16 -0.04 -0.14
Cl -0.21 -0.66 0.25
Cl -0.26 -0.23 -0.14
H 0.02 -0.04 0.18
H -0.17 -0.10 0.21
C 0.20 -0.23 0.11
Cl 0.08 -0.11 -0.03
Cl 0.62 0.76 0.57
H -0.20 0.12 0.00
H -0.13 0.19 -0.02
C 0.11 -0.18 0.07
Cl -0.01 0.04 0.22
Cl 0.03 -0.11 0.01
H 0.02 0.20 -0.09
H -0.08 0.19 0.04
C -0.26 0.31 -0.31
Cl 0.02 0.05 0.05
Cl -0.76 0.13 -0.28
H 0.14 -0.17 0.06
H 0.23 -0.04 0.21
C 0.45 0.01 -0.40
Cl -0.07 0.28 0.06
Cl -0.26 0.66 -0.33
H -0.02 0.00 0.18
H -0.22 -0.08 0.12
C 0.04 0.15 0.34
Cl -0.05 0.09 -0.11
Cl -0.09 0.07 0.04
H 0.03 -0.20 -0.12
H 0.13 -0.06 -0.16
C 0.12 -0.05 -0.22
Cl 0.12 -0.11 -0.05
Cl -0.04 0.24 -0.06
H -0.13 0.14 0.08
H -0.11 0.04 0.17
C -0.19 0.20 0.23
Cl -0.06 0.04 -0.04
Cl 0.05 -0.09 -0.11
H 0.00 -0.02 0.22
H -0.59 -0.36 0.45
C -0.21 0.19 -0.16
Cl -0.04 0.04 -0.02
Cl -0.19 -0.10 -0.01
H 0.20 -0.10 0.03
H 0.17 -0.05 0.16
C 0.26 -0.10 -0.08
Cl -0.02 -0.12 -0.09
Cl 0.09 -0.04 -0.04
H -0.18 0.14 0.07
H -0.16 0.02 0.14
C -0.27 -0.23 -0.18
Cl 0.03 -0.03 -0.03
Cl 0.05 -0.09 -0.06
H 0.20 0.10 0.04
H 0.10 0.24 0.33
C 0.14 -0.16 -0.20
Cl 0.05 -0.05 -0.10
Cl 0.86 0.23 -0.70
H -0.13 0.17 0.09
H -0.17 0.05 0.16
C 0.08 -0.30 0.14
Cl -0.06 -0.06 0.09
Cl 0.30 0.14 -0.29
H 0.05 0.20 -0.08
H -0.02 0.13 -0.19
C 0.00 0.25 -0.18
Cl 0.01 0.06 -0.10
Cl 0.05 -0.12 -0.34
H -0.02 -0.08 0.22
H -0.11 -0.14 0.15
C 0.28 0.09 0.11
Cl -0.15 -0.04 0.00
Cl 0.05 -0.03 -0.01
H 0.09 0.37 -0.06
H -0.09 0.21 0.05
C -0.18 -0.01 0.23
Cl -0.04 -0.01 0.08
Cl -0.06 -0.10 0.00
H 0.09 0.09 -0.18
H 0.20 0.00 -0.12
C -0.14 -0.41 0.12
Cl -0.17 -0.21 0.21
Cl -0.20 -0.64 -0.16
H 0.03 0.21 0.00
H -0.07 0.20 -0.09


This record from the Open Molecules 2025 dataset describes a gas-phase ion, C6H8N (charge +1). The level of theory is ωB97M-V with the def2-TZVPD basis set.

## Properties
Multiplicity: 1
SMILES: C=C=C[N@@H+]1CC1=C
ΔE to the lowest compared entry with this formula, charge and spin in kJ/mol: 546.9
Charge: +1
Kohn-Sham gap in eV: 10.94
E in eV: -7830.0200

Positions of all 15 atoms, in Å:
C1 -0.88132 0.94238 0.86058
C2 0.23425 1.20317 1.45906
C3 1.52942 1.11904 1.71810
C4 -0.08031 -0.21096 -2.44214
C5 -0.17986 -1.43304 0.00672
C6 -0.29522 -0.65662 -1.19634
N1 -1.04661 -0.27216 -0.01814
H1 -1.82352 1.44302 1.03413
H2 2.21797 1.60778 0.99752
H3 1.85950 0.83647 2.62601
H4 -0.85666 0.43298 -2.72479
H5 0.52848 -0.68285 -3.16451
H6 -0.60734 -2.40878 0.22692
H7 0.76281 -1.11926 0.48400
H8 -2.06664 -0.35457 0.00645

Cartesian forces, eV/Å:
C -0.19 -0.04 0.06
C 1.83 -1.00 -0.58
C -1.94 2.30 -3.30
C -1.41 -1.37 2.95
C 2.11 -0.16 0.37
C 0.61 -0.08 -2.22
N -2.22 2.19 1.15
H 0.09 0.18 -0.35
H -0.38 -0.30 0.67
H 1.28 -1.33 2.85
H -0.34 1.65 -0.80
H 0.66 -0.46 -0.39
H 0.10 0.18 -0.29
H -0.48 -0.75 0.49
H 0.28 -1.03 -0.60